No. 1
4 unconnected molecules or ions with the total composition H8O3S2. Source: the OMol25 dataset; level of theory: ωB97M-V with the def2-TZVPD basis set.

Last column: natural (NBO) charge in e.
Element x y z (Å)
S -1.609 1.449 -2.788  -0.2128
S -2.348 0.803 -0.969  -0.1782
H -0.407 0.867 -2.628  0.1631
H -3.120 -0.197 -1.404  0.1053
H 2.034 0.855 -0.175  0.4279
H 0.918 -0.241 -0.516  0.4939
O 1.479 0.502 -0.881  -1.0664
H 1.547 0.267 1.901  0.3689
H 1.209 0.066 3.392  0.3643
O 0.882 -0.119 2.496  -1.4036
H 0.096 -2.135 0.465  0.4598
H -0.486 -0.846 0.968  0.4986
O -0.195 -1.270 0.139  -1.0209

Values from the calculation:
Net charge   -1
Max |F|   1.06 eV/Å
LUMO (alpha / beta)   2.91 / 2.98 eV
Molecular weight   120.195 g/mol
E_HOMO (alpha / beta)   0.5 / -6.3 eV
DFT total energy   -1026.8543 Eh
Orbital gap (alpha / beta)   2.39 / 9.23 eV
Multiplicity   2

No. 2
4 unconnected molecules or ions with the total composition H8O4. Source: the OMol25 dataset; level of theory: ωB97M-V with the def2-TZVPD basis set.

Last column: natural (NBO) charge in e.
Element x y z (Å)
O 17.425 -2.060 15.649  -0.9620
H 17.721 -1.181 15.860  0.4777
H 18.115 -2.414 15.108  0.4883
O 15.112 -3.557 16.187  -0.9612
H 15.452 -4.486 15.978  0.4722
H 15.849 -2.984 16.208  0.4884
O 14.726 -1.808 13.815  -0.9589
H 15.282 -1.093 13.595  0.4615
H 15.058 -2.270 14.584  0.4871
O 18.508 -2.124 13.039  -0.9484
H 18.750 -3.063 13.013  0.4779
H 19.285 -1.593 12.884  0.4776

Values from the calculation:
Net charge   0
Max |F|   3.31 eV/Å
LUMO   0.16 eV
Structure (SMILES)   O.O.O.O
Molecular weight   72.060 g/mol
E_HOMO   -10.5 eV
DFT total energy   -305.7417 Eh
Orbital gap   10.69 eV
Multiplicity   1

No. 3
A molecular structure, H8O4. Source: the OMol25 dataset; level of theory: ωB97M-V with the def2-TZVPD basis set.

Last column: natural (NBO) charge in e.
Element x y z (Å)
O -4.381 -10.662 18.787  -0.9384
H -4.033 -10.123 18.077  0.4820
H -4.576 -10.040 19.488  0.4707
O -0.723 -8.522 17.355  -0.9943
H -0.270 -7.825 17.829  0.4336
H -0.918 -9.180 18.022  0.4418
O -1.438 -10.109 18.596  -0.8977
H -2.301 -10.413 18.878  0.5201
H -0.934 -10.033 19.407  0.4746
O -2.865 -11.351 20.349  -0.9497
H -3.748 -11.675 20.530  0.4878
H -2.347 -11.629 21.104  0.4696

Values from the calculation:
Net charge   0
Max |F|   4.71 eV/Å
LUMO   0.24 eV
Molecular weight   72.060 g/mol
E_HOMO   -9.6 eV
DFT total energy   -305.6831 Eh
Orbital gap   9.85 eV
Multiplicity   1

No. 4
4 unconnected molecules or ions with the total composition H8O4. Source: the OMol25 dataset; level of theory: ωB97M-V with the def2-TZVPD basis set.

Last column: natural (NBO) charge in e.
Element x y z (Å)
O 1.615 -0.829 1.090  -0.9573
H 2.399 -1.197 1.499  0.4940
H 0.960 -0.826 1.787  0.4830
O -2.751 -1.312 -1.000  -0.9669
H -1.798 -1.282 -1.088  0.4919
H -3.034 -0.411 -1.155  0.4572
O 0.565 2.579 0.259  -0.9321
H 0.575 2.386 1.196  0.4688
H 1.122 1.906 -0.132  0.4636
O -0.147 -0.601 -0.939  -0.9653
H 0.051 0.251 -1.328  0.4714
H 0.444 -0.664 -0.189  0.4915

Values from the calculation:
Net charge   0
Max |F|   0.93 eV/Å
LUMO   0.06 eV
Structure (SMILES)   O.O.O.O
Molecular weight   72.060 g/mol
E_HOMO   -10.4 eV
DFT total energy   -305.7455 Eh
Orbital gap   10.50 eV
Multiplicity   1

No. 5
4 unconnected molecules or ions with the total composition H8O4. Source: the OMol25 dataset; level of theory: ωB97M-V with the def2-TZVPD basis set.

Last column: natural (NBO) charge in e.
Element x y z (Å)
O -0.021 -1.518 -4.216  -0.9319
H 0.891 -1.381 -3.960  0.4662
H -0.327 -0.653 -4.486  0.4657
O 3.983 1.734 2.148  -0.9365
H 4.111 2.353 1.429  0.4669
H 4.238 0.887 1.785  0.4697
O -4.326 -1.868 1.413  -0.9353
H -3.630 -1.212 1.441  0.4704
H -5.059 -1.423 0.988  0.4648
O -0.152 0.729 1.308  -0.9382
H -0.329 1.186 0.486  0.4645
H 0.622 1.166 1.663  0.4738

Values from the calculation:
Net charge   0
Max |F|   0.33 eV/Å
LUMO   0.41 eV
Structure (SMILES)   O.O.O.O
Molecular weight   72.060 g/mol
E_HOMO   -11.4 eV
DFT total energy   -305.7362 Eh
Orbital gap   11.79 eV
Multiplicity   1

No. 6
4 unconnected molecules or ions with the total composition H8O4. Source: the OMol25 dataset; level of theory: ωB97M-V with the def2-TZVPD basis set.

Last column: natural (NBO) charge in e.
Element x y z (Å)
O 0.713 -0.758 -0.305  -0.9688
H 1.148 -0.116 -0.866  0.4693
H 0.309 -0.237 0.389  0.4894
O -1.004 2.260 -1.561  -0.9324
H -0.063 2.427 -1.495  0.4639
H -1.359 2.558 -0.723  0.4686
O 0.536 1.223 1.568  -0.9488
H 0.055 1.072 2.381  0.4810
H 1.453 1.083 1.802  0.4830
O -0.501 -3.441 -0.662  -0.9515
H -0.398 -2.492 -0.730  0.4895
H -0.889 -3.579 0.202  0.4567

Values from the calculation:
Net charge   0
Max |F|   0.76 eV/Å
LUMO   0.16 eV
Structure (SMILES)   O.O.O.O
Molecular weight   72.060 g/mol
E_HOMO   -10.7 eV
DFT total energy   -305.7455 Eh
Orbital gap   10.83 eV
Multiplicity   1

Here are the calculated energy above the lowest of the compared OMol25 structures with the same formula, charge and spin numbers, same order: 21.76; 23.51; 60.32; 21.16; 27.02; 21.13 (kcal per mole).